*i*
27
Properties=species:S:1:pos:R:3:nbo_charge:R:1 method="wB97M-V/def2-TZVPD" homo_ev=-10.497 charge=0 gap_ev=10.57 lumo_ev=0.08 multiplicity=1 smiles=O.O.O.O.O.O.O.O.O
O -1.34920 2.26213 -0.69543 -0.98
H -1.45740 1.87722 0.19175 0.51
H -2.15017 2.72508 -0.90324 0.48
O 1.26283 -3.57161 0.37871 -0.94
H 1.89818 -4.25225 0.33540 0.48
H 1.12760 -3.44672 1.28702 0.48
O 0.15698 -4.19207 -1.98695 -0.97
H -0.62749 -3.64794 -2.18603 0.47
H 0.36499 -4.04377 -1.06644 0.48
O 1.22086 0.78714 -1.34515 -0.97
H 2.19038 0.69337 -1.24134 0.49
H 1.00556 1.66136 -1.63312 0.49
O -1.61117 0.74930 -2.84361 -0.97
H -0.73908 0.52904 -3.23890 0.46
H -1.33689 1.27240 -2.08069 0.48
O -0.55609 -0.49458 0.56855 -0.98
H -0.14167 0.13918 0.01113 0.50
H -0.39634 -1.41994 0.16005 0.48
O 2.04183 -0.54381 2.00662 -0.93
H 1.81103 -1.25880 2.58423 0.45
H 1.59382 -0.79998 1.18144 0.48
O -1.69464 1.89353 1.92826 -0.96
H -2.30539 2.53397 2.23318 0.49
H -1.44211 1.26841 2.59168 0.51
O 0.71793 3.00575 1.35154 -0.96
H 0.45742 3.79937 0.87859 0.47
H -0.04177 2.47424 1.53275 0.48

*ii*
27
Properties=species:S:1:pos:R:3:nbo_charge:R:1 method="wB97M-V/def2-TZVPD" homo_ev=-11.142 charge=0 gap_ev=10.93 lumo_ev=-0.21 multiplicity=1 smiles=O.O.O.O.O.O.O.O.O
O 0.38413 0.24418 0.43440 -0.95
H 0.21569 -0.61680 0.81722 0.48
H -0.18900 0.28266 -0.33130 0.47
O 2.47330 0.27489 -3.65243 -0.94
H 2.02103 1.09489 -3.45424 0.47
H 3.08223 0.50057 -4.35564 0.47
O 0.28507 -3.28908 3.17680 -0.94
H -0.62361 -3.01956 3.04300 0.47
H 0.27171 -4.24007 3.06874 0.47
O 0.32610 3.77215 2.42907 -0.94
H -0.32667 4.19061 1.86784 0.46
H 0.43412 2.89585 2.05937 0.48
O -4.17307 2.14379 -3.73133 -0.94
H -3.60128 1.98569 -4.48252 0.47
H -3.67329 1.82782 -2.97860 0.47
O -3.68126 -1.99534 2.35155 -0.94
H -4.16971 -1.29017 1.92685 0.47
H -4.07485 -2.79874 2.01115 0.47
O 4.29695 -1.61222 2.20559 -0.94
H 4.48224 -1.75492 1.27740 0.47
H 3.41599 -1.96480 2.33142 0.47
O -2.61236 -1.34832 -2.14061 -0.94
H -2.41184 -1.71904 -3.00002 0.47
H -3.09694 -2.03895 -1.68846 0.47
O 3.99645 2.78237 0.09944 -0.94
H 3.69335 3.51590 0.63451 0.47
H 3.25552 2.17665 0.08080 0.47

*iii*
27
Properties=species:S:1:pos:R:3:nbo_charge:R:1 method="wB97M-V/def2-TZVPD" homo_ev=-9.461 charge=0 gap_ev=9.42 lumo_ev=-0.04 multiplicity=1 smiles=O.O.O.O.O.O.O.O.O
O 0.12706 -0.26675 -1.16369 -0.91
H -0.40164 -0.90504 -0.67170 0.45
H 0.94414 -0.19885 -0.65697 0.46
O -4.98887 -1.33338 -0.84182 -0.94
H -4.15009 -1.80816 -0.84625 0.47
H -4.77541 -0.47659 -1.22826 0.47
O 2.10923 -1.91692 0.51933 -0.95
H 2.78306 -2.17341 1.15898 0.47
H 1.88910 -1.01031 0.76139 0.47
O -3.45974 2.43338 -1.28163 -0.94
H -3.60880 3.32975 -0.96023 0.47
H -3.88750 2.41974 -2.14524 0.47
O 4.44665 0.65322 -0.77967 -0.95
H 4.87161 1.04435 -1.55130 0.47
H 4.25488 1.40692 -0.21033 0.48
O 2.27087 2.92309 -0.34443 -0.96
H 1.51982 2.48171 -0.75686 0.48
H 1.87413 3.65136 0.14670 0.47
O -1.57654 -1.38441 1.71504 -0.94
H -0.80854 -1.63316 1.18845 0.46
H -1.73869 -2.15447 2.27155 0.48
O 1.51287 -2.81953 -1.08597 -0.90
H 2.13813 -3.28246 -0.51700 0.47
H 0.65561 -3.18285 -0.83677 0.44
O -0.70337 1.75432 2.53233 -0.95
H -0.09306 1.49714 3.23260 0.46
H -1.20491 0.95131 2.35174 0.49

Which one is most stable, and which one is least stable? *i* is the most stable of them, while *iii* is the least stable.

*i*
7
Properties=species:S:1:pos:R:3:nbo_charge:R:1 method="wB97M-V/def2-TZVPD" homo_ev=-10.135 charge=0 gap_ev=9.10 lumo_ev=-1.04 multiplicity=1
O -1.79320 -1.76376 -0.61564 -0.44
C -1.48337 -0.69662 -0.33416 0.47
C 0.33109 0.19091 0.08181 0.24
O -0.32283 1.23911 0.24316 -0.54
C 1.75313 0.24648 0.26473 0.14
N 2.90302 0.12646 0.37674 -0.22
H -1.38784 0.65743 -0.01665 0.36

*ii*
7
Properties=species:S:1:pos:R:3:nbo_charge:R:1 method="wB97M-V/def2-TZVPD" homo_ev=-10.958 charge=0 gap_ev=9.79 lumo_ev=-1.17 multiplicity=1 smiles="N#CC(=O)C=O"
N 2.46835 -0.70416 0.19091 -0.21
C 1.46604 -0.13346 0.10159 0.15
C 0.16864 0.56850 0.02002 0.41
O 0.08593 1.76697 -0.01411 -0.41
C -1.08675 -0.30506 -0.05833 0.36
O -1.50783 -0.64363 -1.13070 -0.44
H -1.59439 -0.54916 0.89063 0.14

*iii*
7
Properties=species:S:1:pos:R:3:nbo_charge:R:1 method="wB97M-V/def2-TZVPD" homo_ev="-9.877 / -9.860" charge=0 gap_ev="7.77 / 7.76" lumo_ev="-2.10 / -2.10" multiplicity=1
C 1.96085 1.23203 0.81502 -0.05
C 1.68755 -0.06993 0.72636 0.04
C -2.37537 -0.69553 -0.87974 1.03
N 1.48865 -1.23080 0.55668 -0.19
O -2.31333 -1.66188 -0.06208 -0.54
O -2.42359 0.25557 -1.55533 -0.49
H 1.97524 2.17055 0.39909 0.21

Which one is most stable, and which one is least stable? *ii* is the most stable of them, while *iii* is the least stable.

*i*
24
Properties=species:S:1:pos:R:3:nbo_charge:R:1 method="wB97M-V/def2-TZVPD" homo_ev=-8.785 charge=0 gap_ev=8.98 lumo_ev=0.20 multiplicity=1
Br -16.80709 -0.70623 -4.25863 0.01
C -17.57515 -1.91641 -2.92825 -0.50
C -17.81038 -3.27616 -3.50740 -0.43
Br -18.84728 -4.40559 -2.18123 -0.03
H -18.49055 -1.45829 -2.55373 0.25
H -16.83985 -2.01208 -2.12934 0.22
H -16.97367 -3.87937 -3.85973 0.24
H -18.44051 -3.08723 -4.37651 0.23
Br -18.02866 -2.43147 -0.09275 -0.02
C -16.07928 -2.44182 0.50714 -0.42
C -15.33177 -3.56675 -0.32960 -0.46
Br -13.39803 -3.43580 -0.13090 0.01
H -15.92561 -2.48371 1.58544 0.24
H -15.62429 -1.55626 0.06345 0.23
H -15.52194 -3.42106 -1.39294 0.22
H -15.63993 -4.58567 -0.09519 0.23
Br -13.61899 0.58208 -1.45375 -0.08
C -12.47644 -1.10631 -1.71724 -0.42
C -12.92905 -1.80947 -2.92186 -0.48
Br -14.87412 -2.12151 -2.92823 0.03
H -12.69694 -1.70183 -0.83132 0.22
H -11.41248 -0.90702 -1.58926 0.23
H -12.48478 -2.80203 -2.99640 0.24
H -12.49722 -1.22840 -3.73671 0.23

*ii*
24
Properties=species:S:1:pos:R:3:nbo_charge:R:1 method="wB97M-V/def2-TZVPD" homo_ev=-9.957 charge=0 gap_ev=10.22 lumo_ev=0.26 multiplicity=1 smiles=BrCCBr.BrCCBr.BrCCBr
Br -1.75595 -8.58449 0.34744 -0.06
C -2.92284 -7.20407 -0.57642 -0.40
C -2.39358 -5.78855 -0.34425 -0.41
Br -3.81002 -4.61706 -1.24756 -0.03
H -3.86052 -7.42030 -0.06446 0.23
H -3.01596 -7.40337 -1.64399 0.22
H -1.38844 -5.70554 -0.75767 0.23
H -2.34061 -5.70905 0.74155 0.23
Br 3.96010 3.76394 -2.67661 0.00
C 3.40808 1.91090 -2.28472 -0.44
C 2.08596 1.46784 -3.03295 -0.45
Br 1.54187 -0.39322 -2.76841 0.01
H 3.24785 1.80797 -1.21149 0.22
H 4.22746 1.23326 -2.52459 0.22
H 2.43634 1.56802 -4.06023 0.22
H 1.25784 2.14811 -2.83410 0.23
Br -1.09023 4.24296 1.20777 0.01
C 0.09304 4.19032 2.75024 -0.48
C -0.18082 5.33335 3.79445 -0.40
Br -0.35663 7.13439 2.80677 -0.04
H 1.11238 4.31028 2.38327 0.22
H 0.14600 3.15067 3.07337 0.24
H 0.64323 5.44538 4.49907 0.22
H -1.04453 5.11819 4.42357 0.22

*iii*
24
Properties=species:S:1:pos:R:3:nbo_charge:R:1 method="wB97M-V/def2-TZVPD" homo_ev=-9.985 charge=0 gap_ev=10.35 lumo_ev=0.37 multiplicity=1 smiles=BrCCBr.BrCCBr.BrCCBr
Br -5.10678 -3.99263 21.13513 -0.05
C -5.25155 -4.00930 19.13074 -0.41
C -6.65341 -4.33315 18.59057 -0.47
Br -6.84554 -6.25255 18.55993 -0.02
H -4.45416 -4.69307 18.83965 0.24
H -5.03966 -2.99895 18.78088 0.23
H -6.93098 -4.07261 17.56921 0.25
H -7.39987 -3.99364 19.30865 0.23
Br -6.06186 -4.37297 14.82517 -0.10
C -6.42522 -3.47418 12.99319 -0.36
C -7.01413 -4.56857 12.09264 -0.48
Br -5.65197 -5.71393 11.32068 0.00
H -5.40556 -3.13884 12.80363 0.24
H -7.11189 -2.64068 13.14107 0.23
H -7.47761 -4.12986 11.20901 0.23
H -7.65647 -5.15075 12.75338 0.24
Br -2.70534 -1.68361 19.26446 -0.04
C -2.88353 -0.78790 21.03554 -0.43
C -2.03951 -1.67706 21.95036 -0.41
Br -0.03973 -1.46996 21.60345 -0.06
H -3.90857 -1.02267 21.32238 0.24
H -2.53762 0.24274 20.95658 0.24
H -2.19782 -2.71138 21.64503 0.23
H -2.23818 -1.65691 23.02191 0.23

Which one is most stable, and which one is least stable? *iii* is the most stable of them, while *i* is the least stable.

*i*
10
Properties=species:S:1:pos:R:3:nbo_charge:R:1 method="wB97M-V/def2-TZVPD" homo_ev=-9.353 charge=0 gap_ev=9.40 lumo_ev=0.04 multiplicity=1 smiles="C#CC(C#C)=NO"
C 1.80721 0.66785 -1.56545 -0.14
C 0.84863 0.29689 -0.88633 -0.07
C -0.20538 -0.10169 0.00807 0.03
C -0.64315 -1.48667 -0.00602 -0.05
C -1.05906 -2.60950 -0.00207 -0.17
N -0.66376 0.64990 0.98135 -0.04
O -0.06939 1.90746 1.01503 -0.54
H 2.64917 0.88906 -2.18950 0.24
H -1.47181 -3.62467 0.09156 0.25
H -0.46534 2.32538 1.81898 0.49

*ii*
10
Properties=species:S:1:pos:R:3:nbo_charge:R:1 method="wB97M-V/def2-TZVPD" homo_ev=-9.673 charge=0 gap_ev=10.46 lumo_ev=0.78 multiplicity=1 smiles=N#Cc1ccoc1
N 3.15663 -0.47996 0.26080 -0.30
C 2.02327 -0.25854 0.17353 0.28
C 0.62510 -0.00329 0.05817 -0.27
C -0.44079 -0.96840 0.05466 -0.27
C -1.57573 -0.24885 -0.09347 0.09
O -1.29528 1.07966 -0.18190 -0.39
C 0.03795 1.21580 -0.09320 0.16
H -0.34500 -2.04128 0.14458 0.24
H -2.62123 -0.51145 -0.15906 0.22
H 0.43509 2.21629 -0.16411 0.22

*iii*
10
Properties=species:S:1:pos:R:3:nbo_charge:R:1 method="wB97M-V/def2-TZVPD" homo_ev="-9.133 / -9.132" charge=0 gap_ev="8.10 / 8.10" lumo_ev="-1.03 / -1.03" multiplicity=1
O -2.03811 -0.05228 0.39756 -0.41
C -0.81832 0.35822 0.13482 0.46
C 0.11885 -0.72078 -0.30165 -0.61
C 1.52372 -0.46930 0.00171 -0.04
C 2.68113 -0.27763 0.26429 -0.17
C -2.15517 1.35407 0.21060 0.38
N -2.76233 2.35259 0.10346 -0.42
H -0.02841 -0.75854 -1.39377 0.29
H -0.23010 -1.68600 0.09075 0.26
H 3.70872 -0.10035 0.49223 0.24

*iv*
10
Properties=species:S:1:pos:R:3:nbo_charge:R:1 method="wB97M-V/def2-TZVPD" homo_ev=-9.476 charge=0 gap_ev=10.06 lumo_ev=0.58 multiplicity=1 smiles=N#Cc1ccco1
N 1.13133 -3.16003 -0.17295 -0.28
C 0.71716 -2.09996 0.04277 0.24
C 0.20541 -0.77953 0.17027 0.13
C -0.80103 -0.16940 -0.51104 -0.23
C -0.65841 1.21893 -0.24973 -0.32
C 0.37623 1.33783 0.62474 0.12
O 0.91876 0.12904 0.88813 -0.37
H -1.55094 -0.63652 -1.13245 0.24
H -1.17145 1.98786 -0.79902 0.24
H 0.83294 2.17178 1.13928 0.22

Which one is most stable, and which one is least stable? *ii* is the most stable of them, while *iii* is the least stable.

*i*
39
Properties=species:S:1:pos:R:3:nbo_charge:R:1 method="wB97M-V/def2-TZVPD" homo_ev=-8.955 charge=0 gap_ev=8.95 lumo_ev=0.00 multiplicity=1 smiles=CNCC[C@H](C)N.O.O.O.O.O.O
C -2.07599 -2.39705 -1.78250 -0.42
N -0.98894 -1.41314 -1.49050 -0.67
C -1.05695 -0.03699 -2.06302 -0.21
C 0.04759 0.78269 -1.34427 -0.46
C -0.36651 1.93865 -0.36797 -0.04
C 0.55433 3.16325 -0.44454 -0.64
N -0.32859 1.37858 1.03152 -0.88
H -2.07391 -3.28458 -1.15925 0.20
H -3.13935 -2.00620 -1.45120 0.18
H -2.30013 -2.58783 -2.75560 0.18
H -0.15242 -1.91460 -1.60314 0.36
H -2.18588 0.25310 -1.85699 0.18
H -1.10650 0.02525 -3.15167 0.18
H 0.80211 1.13633 -2.01215 0.24
H 0.58200 0.02641 -0.67385 0.23
H -1.50844 2.09356 -0.48081 0.18
H 0.07089 4.02959 -0.28220 0.21
H 0.65095 3.40253 -1.55208 0.21
H 1.65609 3.17038 -0.18164 0.24
H -0.77664 1.86201 1.71282 0.35
H -0.71713 0.30430 0.96667 0.36
O -0.67474 -1.67693 1.58540 -0.97
H -1.28623 -1.77113 0.81896 0.51
H -1.06443 -2.29385 2.15543 0.48
O 3.06955 1.30562 -3.09947 -0.96
H 2.72300 0.42416 -3.33695 0.47
H 3.66053 1.19966 -2.29629 0.49
O 3.55522 0.18599 1.38650 -0.94
H 3.76465 -0.43670 2.01729 0.46
H 2.63909 0.28893 1.43025 0.47
O -3.40034 0.38316 3.11018 -0.96
H -2.85861 1.09548 3.60684 0.49
H -3.32904 0.33218 2.23591 0.47
O 1.97484 -2.21256 0.45891 -0.93
H 1.53631 -1.94276 1.27537 0.48
H 1.48232 -2.86941 0.12909 0.45
O 1.35394 -0.58980 3.15153 -0.94
H 0.68259 -0.71241 2.50379 0.47
H 0.58477 -0.63585 3.80963 0.46

*ii*
39
Properties=species:S:1:pos:R:3:nbo_charge:R:1 method="wB97M-V/def2-TZVPD" homo_ev=-9.239 charge=0 gap_ev=9.31 lumo_ev=0.07 multiplicity=1 smiles=CC(C)NCCN.O.O.O.O.O.O
C 1.30031 2.26002 1.20484 -0.63
C 0.75306 0.94658 0.60547 -0.04
C 0.49444 -0.01534 1.77572 -0.64
N 1.55794 0.37720 -0.46373 -0.65
C 1.05424 0.65801 -1.82394 -0.22
C 1.19994 -0.48212 -2.79214 -0.23
N 0.34892 -0.36399 -3.98109 -0.83
H 1.72676 2.91484 0.34041 0.20
H 0.52563 2.78127 1.75170 0.20
H 2.14041 2.04012 1.82903 0.22
H -0.26825 1.17453 0.23704 0.16
H -0.15226 -0.84617 1.46035 0.23
H 1.28862 -0.73953 2.15503 0.21
H 0.01332 0.48869 2.61266 0.20
H 2.47426 0.75200 -0.26637 0.37
H -0.06106 1.00685 -1.82275 0.17
H 1.46486 1.58292 -2.22815 0.19
H 1.20474 -1.48239 -2.34436 0.18
H 2.20887 -0.49631 -3.19925 0.18
H 0.51438 -1.18015 -4.55094 0.36
H -0.66103 -0.34123 -3.75947 0.35
O 4.58489 -0.24312 0.80339 -0.93
H 4.12368 -1.07286 0.98289 0.47
H 4.72422 -0.35556 -0.14594 0.46
O -1.44575 -2.66450 0.81185 -1.00
H -1.93488 -1.80077 0.72019 0.50
H -1.17913 -2.84471 -0.09679 0.47
O -2.30213 3.28033 -0.19223 -0.93
H -1.38275 3.38565 0.09365 0.49
H -2.31148 2.46139 -0.70306 0.48
O 0.94065 -4.25081 1.61049 -0.95
H 0.03808 -3.89123 1.56990 0.49
H 1.34252 -3.38210 1.80807 0.45
O -3.22797 -0.84312 0.19799 -0.97
H -3.40600 0.10584 0.28794 0.50
H -3.95368 -1.30231 0.64525 0.49
O -4.01156 1.83803 1.37613 -0.98
H -3.42198 2.37447 0.80506 0.49
H -3.57196 1.85262 2.23233 0.47

Which one is most stable, and which one is least stable? *ii* is the most stable of them, while *i* is the least stable.

*i*
19
Properties=species:S:1:pos:R:3:nbo_charge:R:1 method="wB97M-V/def2-TZVPD" homo_ev="1.516 / -7.827" charge=-1 s_squared=0.75 gap_ev="2.81 / 12.15" lumo_ev="4.32 / 4.32" multiplicity=2
C -1.74559 -1.57229 -0.25482 -0.52
C -0.85529 -2.14849 -1.37088 -0.74
C -1.14996 -1.71745 1.13603 -0.75
H -1.89249 -0.51205 -0.44234 0.20
H -2.73203 -2.04094 -0.25574 0.18
H -1.31182 -3.04376 -1.81731 0.18
H -0.21489 -1.15034 1.25976 0.20
H -1.79314 -1.23817 1.88324 0.19
H -0.97492 -2.75494 1.42968 0.18
H -0.70397 -1.43012 -2.17959 0.19
H 0.13526 -2.42975 -1.01389 0.20
C 0.94528 2.40666 0.40311 -0.93
C 2.39579 2.62669 -0.02660 -0.73
H 0.45582 1.56180 -0.08873 0.19
H 0.86653 2.18150 1.46245 0.19
H 0.24214 3.23048 0.24494 0.19
H 3.08133 2.62813 0.81822 0.19
H 2.51682 3.59065 -0.52861 0.19
H 2.73513 1.81241 -0.65891 0.20

*ii*
19
Properties=species:S:1:pos:R:3:nbo_charge:R:1 method="wB97M-V/def2-TZVPD" homo_ev="1.578 / -7.066" charge=-1 s_squared=0.75 gap_ev="2.75 / 11.32" lumo_ev="4.32 / 4.25" multiplicity=2
C -0.93478 -0.14427 -1.26878 -0.53
C -0.52888 1.17869 -1.91663 -0.71
C -2.00296 0.15463 -0.17483 -0.69
H -1.09640 -1.01740 -1.86356 0.20
H -0.09130 -0.56657 -0.68156 0.21
H -0.91754 2.11390 -1.53438 0.20
H -2.01989 -0.36169 0.76324 0.20
H -2.04469 1.25452 0.13458 0.19
H -3.02255 0.06585 -0.59989 0.18
H 0.55365 1.33102 -1.89321 0.20
H -0.89002 1.14185 -2.96632 0.18
C 1.86483 -0.88222 0.92141 -1.01
C 1.51353 -0.26861 2.30420 -0.76
H 2.03788 -0.21082 0.09582 0.19
H 2.61026 -1.67252 1.03222 0.18
H 1.10151 -1.53453 0.46769 0.18
H 0.44745 -0.03194 2.30409 0.20
H 2.18942 0.57702 2.52715 0.19
H 1.63563 -1.10034 3.00531 0.19

*iii*
19
Properties=species:S:1:pos:R:3:nbo_charge:R:1 method="wB97M-V/def2-TZVPD" homo_ev="1.561 / -7.441" charge=-1 s_squared=0.75 gap_ev="2.64 / 11.56" lumo_ev="4.20 / 4.12" multiplicity=2
C 1.75726 -1.58148 0.02943 -0.77
C 0.84339 -2.63197 -0.61962 -1.01
H 1.53424 -1.48408 1.09125 0.19
H 2.81498 -1.81031 -0.14883 0.18
H 1.67756 -0.59163 -0.42205 0.19
H -0.09475 -2.66194 -0.04579 0.18
H 0.61084 -2.33060 -1.63709 0.19
H 1.13179 -3.66414 -0.39721 0.19
C -0.51208 1.84124 -0.08992 -0.46
C -0.62253 1.87474 1.43619 -0.68
C -1.55976 0.97636 -0.81294 -0.75
H 0.43203 1.31346 -0.28588 0.19
H -0.35767 2.77415 -0.62839 0.19
H 0.36444 2.02575 1.86652 0.20
H -1.28042 2.68404 1.78736 0.18
H -1.20058 0.34877 -1.62114 0.20
H -1.17738 1.02330 1.83175 0.21
H -2.36367 1.56703 -1.27325 0.18
H -1.99768 0.32731 -0.06040 0.20

Which one is most stable, and which one is least stable? *i* is the most stable of them, while *ii* is the least stable.